(1)
{"formula": "C26H33GaN6O3PSSe", "method": "ωB97M-V/def2-TZVPD", "symbols": ["H", "H", "H", "C", "H", "C", "C", "H", "O", "H", "C", "H", "H", "C", "C", "C", "H", "H", "Se", "H", "C", "H", "C", "C", "C", "C", "H", "C", "H", "P", "H", "N", "C", "N", "H", "H", "O", "C", "H", "N", "H", "Ga", "H", "H", "C", "N", "H", "H", "N", "C", "C", "H", "C", "H", "C", "N", "H", "H", "C", "H", "H", "H", "H", "C", "C", "C", "C", "H", "S", "H", "O", "C"], "xyz": [[0.55, 5.89, -0.52], [-0.64, 2.98, -4.75], [-1.48, 2.39, 1.52], [-3.34, -4.02, 3.27], [-1.10, 4.03, -3.41], [0.24, -3.42, -1.70], [0.86, -1.51, 3.55], [0.59, -1.87, 2.56], [-1.36, 0.02, 0.80], [2.92, -4.01, -3.72], [1.48, -0.85, 6.10], [-1.00, 5.24, -1.10], [-2.29, -4.05, 0.06], [1.05, -4.01, -2.70], [0.07, 5.28, -1.29], [4.08, -1.85, -2.46], [-1.65, 0.28, -3.15], [-3.66, 3.02, -0.83], [1.76, 1.05, 2.43], [-3.31, -2.32, 4.56], [0.70, -2.35, -0.99], [-3.10, 1.44, -0.26], [2.80, -2.42, -2.26], [1.99, -1.83, -1.29], [-1.54, 3.27, 0.87], [-2.87, 2.28, -0.91], [5.44, -0.31, -1.86], [1.42, -0.26, 3.78], [3.83, 0.67, -0.22], [-0.21, 2.56, -1.33], [2.42, 2.89, -1.67], [0.07, -1.68, 0.07], [-2.50, -3.68, 1.04], [-0.55, 2.08, -2.86], [-2.84, 1.91, -1.93], [-2.30, -0.82, 2.87], [0.65, 1.45, -0.74], [-1.16, 3.02, -3.79], [2.64, 4.46, -0.89], [0.65, 3.95, -1.28], [0.05, 0.08, -2.66], [0.83, 0.08, 0.54], [4.74, -2.29, -3.20], [-0.34, 0.60, -4.30], [-2.24, -2.35, 1.38], [2.38, -0.72, -0.60], [0.66, -4.86, -3.25], [-0.74, -3.82, -1.52], [-1.60, 2.89, -0.54], [2.06, 3.91, -1.64], [1.74, 0.07, 5.09], [-2.45, 3.82, 1.12], [-3.08, -2.70, 3.58], [1.72, -0.61, 7.12], [-3.05, -4.51, 2.00], [0.94, -2.05, 5.89], [-3.25, -5.54, 1.76], [-3.77, -4.67, 4.01], [2.31, -3.54, -2.97], [0.21, -3.33, 4.47], [-0.68, 3.91, 1.06], [0.24, 5.77, -2.26], [2.18, 1.02, 5.34], [0.64, -2.36, 4.64], [3.57, -0.21, -0.81], [-2.52, -1.85, 2.63], [-0.63, 0.68, -3.26], [-2.21, 2.78, -3.96], [-1.50, -1.31, 0.17], [2.22, 4.37, -2.62], [-2.20, -1.42, -1.07], [4.47, -0.76, -1.74]], "mulliken_charge": [0.355, 0.345, -0.034, -0.540, 0.262, -0.460, 0.149, 0.382, -0.662, 0.441, -0.392, 0.364, 0.326, -1.084, -1.162, -0.597, 0.258, 0.378, 0.051, 0.440, 0.412, 0.137, 0.601, 0.681, -0.784, -0.840, 0.430, 0.461, 0.547, -0.391, 0.190, 0.412, -0.558, 0.459, 0.257, 0.510, 0.327, -1.026, 0.349, 0.403, -0.052, -0.625, 0.464, 0.429, 0.191, 0.228, 0.428, 0.346, 0.430, -0.998, -0.798, 0.463, -0.800, 0.369, -0.772, -0.596, 0.444, 0.426, -0.876, 0.432, 0.322, 0.353, 0.390, -0.655, 0.090, -0.117, -0.606, 0.384, 1.769, 0.316, -0.756, -1.020], "spin_multiplicity": 1, "charge": 1, "gap_ev": 7.82, "fmax_ev_per_a": 0.32, "homo_ev": -10.90}



(2)
{"formula": "C26H33N3O6", "method": "ωB97M-V/def2-TZVPD", "symbols": ["H", "C", "C", "H", "H", "O", "H", "H", "H", "C", "C", "C", "H", "C", "H", "C", "H", "H", "C", "H", "C", "H", "H", "O", "O", "N", "H", "H", "C", "H", "H", "O", "O", "C", "C", "H", "N", "H", "H", "C", "H", "C", "C", "H", "C", "C", "H", "H", "C", "H", "H", "H", "H", "H", "H", "C", "C", "C", "H", "C", "O", "H", "C", "C", "C", "H", "C", "N"], "xyz": [[-4.20, -0.90, -2.11], [2.71, 1.23, -0.15], [2.81, -1.61, 1.86], [5.74, -2.21, 0.73], [-1.48, 3.51, 1.18], [6.22, 0.65, -0.15], [-0.80, 3.12, -1.56], [-2.57, -1.70, 0.07], [0.60, 1.69, -2.34], [-3.14, -2.72, -1.66], [-5.08, -0.63, 1.63], [4.61, 0.26, -2.00], [-6.15, -1.33, -0.59], [6.02, 1.14, 1.16], [0.64, 3.26, -0.53], [1.56, -1.17, 1.48], [0.68, -0.06, -2.49], [5.13, -3.80, 1.15], [-4.44, -1.91, -1.77], [-5.09, -2.38, -2.50], [-2.65, 5.74, 0.81], [6.63, 2.05, 1.30], [-3.02, 6.66, 0.38], [-0.59, -1.79, -2.38], [-4.41, -1.07, 0.48], [-2.18, -2.05, -0.80], [-2.08, 5.97, 1.71], [5.21, -2.54, 2.39], [1.87, -2.11, -0.69], [-6.15, -2.42, 2.22], [-0.86, -0.67, 0.70], [4.66, 1.46, 1.34], [-1.35, 1.41, 0.97], [3.62, -2.30, 0.96], [4.98, 0.66, -0.74], [-5.36, -2.83, -0.04], [-0.04, 0.60, -0.69], [-2.67, -2.83, -2.64], [-4.51, -2.31, 2.86], [-5.18, -1.82, -0.44], [-6.00, -0.09, 1.35], [0.85, 0.78, -1.81], [-0.43, 3.02, -0.54], [3.74, -3.10, -1.02], [-5.41, -1.74, 2.62], [-1.01, -1.58, -1.25], [5.34, -0.10, -2.71], [-5.80, -1.31, 3.54], [3.13, -2.55, -0.31], [-4.39, 0.09, 2.09], [-3.35, -3.71, -1.25], [6.33, 0.38, 1.89], [0.95, -0.62, 2.19], [-3.49, 5.11, 1.09], [2.00, 1.58, 0.58], [-0.65, 1.60, -0.02], [-1.77, 5.03, -0.19], [2.31, 0.79, -1.42], [1.52, -2.31, -1.69], [-0.24, -0.77, -0.20], [-1.60, 5.41, -1.33], [3.17, -1.41, 2.86], [4.04, 1.14, 0.17], [1.08, -1.39, 0.20], [3.26, 0.34, -2.32], [2.94, 0.01, -3.30], [5.00, -2.74, 1.34], [-1.17, 3.92, 0.31]], "nbo_charge": [0.216, -0.318, -0.217, 0.222, 0.420, -0.483, 0.245, 0.428, 0.223, -0.228, -0.055, -0.255, 0.173, 0.238, 0.219, -0.213, 0.260, 0.221, -0.422, 0.217, -0.709, 0.158, 0.238, -0.659, -0.563, -0.610, 0.226, 0.212, -0.226, 0.204, 0.253, -0.491, -0.663, -0.005, 0.217, 0.164, -0.424, 0.238, 0.211, -0.065, 0.162, -0.274, -0.327, 0.209, -0.641, 0.689, 0.228, 0.218, -0.202, 0.198, 0.189, 0.154, 0.214, 0.226, 0.225, 0.687, 0.680, 0.061, 0.242, -0.176, -0.628, 0.209, 0.307, 0.030, -0.237, 0.214, -0.635, -0.620], "spin_multiplicity": 1, "gap_ev": 8.59, "fmax_ev_per_a": 1.26, "relative_energy_kj_mol": 2.0, "homo_ev": -7.88, "smiles": "CCOCCCNC(=O)[C@@H](c1ccc(C)cc1)N(Cc1ccc2c(c1)OCO2)C(=O)CNC(C)=O"}



(3)
{"formula": "C26H33N3O6P", "method": "ωB97M-V/def2-TZVPD", "symbols": ["H", "H", "C", "O", "N", "H", "H", "C", "N", "C", "C", "H", "C", "H", "H", "H", "P", "H", "C", "C", "H", "C", "O", "H", "C", "H", "H", "H", "C", "H", "C", "H", "H", "C", "C", "H", "H", "H", "C", "C", "O", "H", "H", "O", "H", "O", "H", "H", "H", "H", "C", "C", "H", "N", "C", "C", "C", "H", "H", "H", "C", "O", "C", "C", "C", "H", "C", "C", "H"], "xyz": [[3.35, -0.21, -0.14], [-4.26, -4.97, 3.58], [-2.03, -0.73, 0.76], [2.69, 1.81, -3.93], [-3.15, -3.18, 0.01], [-2.98, -4.86, 2.27], [2.63, 0.83, 2.09], [5.54, 4.81, -4.54], [-1.36, 0.82, 2.63], [1.39, 2.19, -0.81], [3.55, 2.80, -4.18], [1.20, -1.86, -2.20], [-1.67, -1.38, -0.45], [6.67, 3.88, -3.01], [-5.27, -3.83, 1.63], [-0.98, -4.16, 2.41], [-3.80, -4.73, -0.56], [-1.94, 1.43, 0.70], [-4.46, -3.30, 2.16], [-0.63, -0.81, -1.43], [-4.85, -2.53, 2.83], [1.99, 1.28, 0.06], [1.52, -1.44, 0.99], [-1.97, -3.04, -1.76], [-2.25, -2.57, -0.81], [-0.36, 0.59, 0.82], [-3.64, -5.68, 0.48], [-3.27, 1.64, 3.22], [-3.49, -2.61, 1.19], [0.37, -2.67, -0.88], [0.94, 3.40, -0.27], [2.42, 3.72, -5.72], [-2.53, -4.06, 4.91], [1.74, 2.78, 1.95], [-1.09, -3.63, 3.37], [3.11, 1.29, -3.21], [-3.26, -0.92, 2.52], [-0.41, -4.08, 4.11], [4.80, 2.83, -3.35], [-1.41, 0.60, 1.18], [4.95, 1.97, -2.50], [0.44, 4.10, -0.94], [-2.80, -2.51, 4.06], [-3.11, -5.14, -1.78], [0.78, 4.65, 1.47], [4.11, 5.67, -6.18], [-1.52, -0.02, 3.16], [-2.17, 2.79, 2.39], [-0.96, -0.94, -2.47], [1.86, 3.01, 3.01], [-2.21, 1.93, 3.08], [1.12, 3.68, 1.08], [-0.68, -2.61, 3.20], [2.44, 0.03, -0.55], [0.68, -1.68, -1.25], [-2.55, -3.57, 3.92], [-2.97, -1.40, 1.59], [-5.17, -4.54, -0.86], [1.29, 1.91, -1.86], [6.00, 6.31, -5.52], [3.31, 3.73, -5.11], [6.41, 5.78, -4.80], [5.77, 3.88, -3.60], [-3.59, -4.31, 3.01], [4.28, 4.80, -5.35], [-1.83, 2.30, 4.05], [2.15, 1.55, 1.41], [1.56, -1.07, -0.17], [-0.43, 0.24, -1.16]], "nbo_charge": [0.399, 0.238, 0.127, -0.647, -0.605, 0.188, 0.236, 0.321, -0.614, -0.276, 0.299, 0.254, 0.047, 0.249, 0.226, 0.197, 1.640, 0.242, -0.450, -0.445, 0.247, 0.198, -0.543, 0.275, 0.052, 0.236, -0.030, 0.168, 0.308, 0.223, -0.203, 0.243, 0.235, -0.187, -0.621, 0.510, 0.250, 0.235, 0.475, -0.285, -0.541, 0.223, 0.194, -1.041, 0.223, -0.519, 0.358, 0.208, 0.247, 0.229, -0.419, -0.222, 0.214, -0.738, -0.500, -0.421, -0.263, -0.033, 0.234, 0.508, -0.362, -0.620, -0.383, -0.382, 0.470, 0.216, -0.262, 0.722, 0.247], "spin_multiplicity": 1, "charge": 1, "gap_ev": 7.03, "fmax_ev_per_a": 2.18, "homo_ev": -11.17}